134
Properties=species:S:1:pos:R:3:forces:R:3:mulliken_charge:R:1 method="wB97M-V/def2-TZVPD" total_charge=+1 total_energy_ha=-2637.964950 largest_force_ev_per_a=2.9 homo_ev=-8.2 relative_energy_kcal_mol=0.00 orbital_gap_ev=3.738
C 5.786072 2.057440 4.356163 -0.3 -0.7 0.2 -0.80
O 5.235058 0.756380 4.617403 -0.1 0.3 0.0 -0.47
C 3.913819 0.570400 4.376966 -0.5 0.1 -0.4 0.77
C 3.052040 1.612974 3.961080 0.9 -0.6 0.2 -1.06
C 1.764799 1.297196 3.579156 -0.6 -0.6 0.1 0.89
C 1.249451 -0.009248 3.684686 1.5 0.4 0.4 0.51
C -0.106095 -0.286081 3.304506 0.7 -2.1 -0.5 -1.83
N -0.478631 -1.547700 2.858188 -2.2 1.8 0.8 1.49
C 0.352948 -2.536036 2.207461 0.3 -0.9 -0.4 -0.10
C 0.179351 -3.898858 2.497865 -0.1 -0.3 0.3 0.82
C -0.919621 -4.446726 3.407886 0.0 0.3 0.0 1.40
C -0.325794 -5.060292 4.679869 0.1 0.0 0.0 -1.38
C -1.788969 -5.470428 2.664686 0.0 0.1 -0.1 -1.61
C 1.051427 -4.828936 1.925167 0.1 0.1 -0.1 -0.55
C 2.066001 -4.435615 1.060021 0.0 0.0 0.2 -1.62
C 2.172051 -3.097263 0.693929 -0.2 -0.2 0.2 -0.50
C 1.299136 -2.145726 1.228002 -0.2 0.4 -0.3 0.19
C 1.315611 -0.754801 0.591989 -0.1 0.2 0.6 2.07
C 0.600418 -0.776599 -0.762021 0.0 -0.2 0.0 -1.55
C 2.726807 -0.165705 0.522544 0.1 0.1 0.0 -1.62
N -1.822152 -1.640690 2.829150 1.0 0.6 -1.4 -1.62
N -2.288085 -0.399718 3.121200 1.7 -0.2 0.0 2.25
C -3.718925 -0.228633 3.094300 -0.8 -0.7 -0.7 -0.59
C -4.530230 -0.993609 3.961929 0.2 0.1 0.6 0.04
C -3.925003 -1.921477 5.018087 0.1 -0.1 -0.4 1.81
C -4.797823 -3.135688 5.367724 0.0 0.1 -0.1 -1.84
C -3.568069 -1.116292 6.260047 0.0 0.1 0.1 -1.39
C -5.914253 -0.854158 3.886771 -0.2 0.2 -0.2 -0.27
C -6.507423 -0.055670 2.904020 0.2 0.1 0.1 -1.47
C -5.703547 0.568701 1.951427 -0.2 -0.1 0.3 -0.22
C -4.312522 0.438897 2.007656 0.3 0.2 -0.3 0.29
C -3.483015 0.956026 0.828659 0.1 -0.1 0.4 1.53
C -3.516964 2.478205 0.790963 0.0 0.2 0.0 -1.16
C -3.930504 0.338064 -0.505109 0.0 -0.1 0.2 -1.61
C -1.223376 0.528489 3.347835 -1.5 0.7 0.7 1.60
C -1.257759 1.909976 3.627108 -0.7 -0.9 -0.3 -2.19
C 2.109709 -1.030101 4.189240 -0.6 0.5 -0.3 -0.15
C 3.421864 -0.759131 4.501874 0.5 0.9 -0.1 -1.17
H 6.842251 1.928875 4.572341 0.0 0.3 0.0 0.25
H 5.631211 2.351131 3.312282 0.1 -0.1 0.1 0.34
H 5.337270 2.806897 5.015263 0.1 0.0 0.0 0.29
H 3.396462 2.649025 3.901935 -0.1 -0.5 -0.1 0.45
H 1.117538 2.067761 3.173693 0.2 -0.2 0.1 -0.38
H -1.559110 -3.595225 3.669758 0.1 -0.5 0.1 -0.77
H 0.332029 -4.341092 5.186085 -0.1 -0.2 0.0 0.32
H -1.128518 -5.357110 5.366400 0.2 0.1 -0.1 0.41
H 0.264425 -5.957893 4.443438 -0.1 0.2 0.1 0.34
H -2.211183 -5.021716 1.756850 0.0 -0.2 0.2 0.38
H -1.203187 -6.355246 2.379594 -0.2 0.2 0.0 0.33
H -2.613537 -5.805633 3.305182 0.1 0.1 -0.1 0.45
H 0.917180 -5.885745 2.170679 0.1 0.4 -0.1 0.35
H 2.766175 -5.174548 0.668605 -0.2 0.2 0.0 0.36
H 2.931350 -2.789306 -0.032008 -0.4 -0.1 0.3 0.39
H 0.733291 -0.091844 1.239187 0.1 -0.1 -0.2 -0.68
H -0.418420 -1.171221 -0.631891 0.2 0.1 -0.2 0.39
H 0.529006 0.238373 -1.175730 0.0 -0.2 0.1 0.33
H 1.133024 -1.415088 -1.482782 -0.2 0.2 0.2 0.35
H 3.248226 -0.317465 1.477468 -0.1 0.1 -0.2 0.34
H 3.317985 -0.624821 -0.283450 -0.1 0.2 0.2 0.48
H 2.666871 0.916924 0.335786 0.1 -0.3 0.0 0.23
H -3.001721 -2.319154 4.577062 -0.2 0.1 0.3 -0.71
H -5.070319 -3.700839 4.466833 0.0 0.1 0.2 0.42
H -4.238825 -3.809371 6.030317 -0.1 0.2 -0.1 0.39
H -5.712820 -2.838646 5.897721 0.2 -0.1 -0.1 0.44
H -2.918357 -0.274686 5.992046 -0.1 -0.1 0.1 0.31
H -4.481519 -0.718037 6.722899 0.2 0.0 0.0 0.30
H -3.049540 -1.744534 6.991644 -0.1 0.1 0.0 0.39
H -6.543681 -1.367781 4.620821 0.3 0.1 -0.4 0.24
H -7.594531 0.063917 2.883882 0.4 -0.1 -0.1 0.36
H -6.157461 1.160128 1.146882 0.2 -0.3 0.3 0.34
H -2.450453 0.638216 1.008644 0.0 0.1 -0.1 -0.59
H -3.126280 2.879621 1.733161 -0.1 0.0 -0.3 0.18
H -2.901366 2.855663 -0.033908 -0.1 0.0 0.1 0.41
H -4.547358 2.834022 0.657010 0.2 0.0 0.0 0.34
H -3.883817 -0.757958 -0.451633 -0.1 0.2 -0.1 0.40
H -4.957719 0.636964 -0.753393 0.2 -0.1 0.0 0.31
H -3.271654 0.672316 -1.316233 -0.1 0.0 0.2 0.42
H -2.195296 2.445734 3.492859 0.2 -0.2 0.5 0.48
H -0.503459 2.257292 4.332365 -0.3 -0.1 -0.3 1.19
H 1.719839 -2.039761 4.319727 0.2 0.2 0.0 0.55
H 4.109767 -1.541107 4.829627 -0.2 0.3 -0.1 0.46
C 1.873046 10.065937 8.249092 0.3 0.3 -0.3 -0.98
N 1.271852 8.792222 7.909728 -0.5 -0.4 0.3 0.28
C 0.521082 8.126758 8.838433 0.3 0.2 0.7 0.24
O 0.335246 8.480261 9.994497 0.1 -0.6 -1.4 -0.68
C -0.001136 6.857666 8.159398 0.0 -0.1 0.9 -0.10
C -1.532083 6.826836 8.137858 -0.3 0.1 -0.1 -0.49
C -2.114511 6.735455 9.531182 -0.1 0.0 0.0 0.53
C -2.970949 7.737702 9.993722 0.3 -0.2 0.2 -0.35
C -3.437609 7.699161 11.308758 0.0 -0.2 -0.1 -0.60
C -3.072441 6.639562 12.150029 0.1 0.1 -0.3 -0.44
C -2.245004 5.616713 11.669655 0.0 0.1 -0.3 -0.73
C -1.773290 5.658834 10.353760 -0.2 0.4 0.2 -0.22
N 0.575065 6.914879 6.817041 -0.5 -1.8 -1.4 0.57
C 0.311407 5.889141 5.963714 0.2 1.0 0.9 0.16
C 0.705561 5.821997 4.621248 0.2 -0.1 -1.1 -0.10
C 0.487439 4.833138 3.636995 0.3 1.8 1.2 -0.09
C 1.099745 4.971298 2.340907 0.7 0.3 -1.3 0.41
C 0.877242 4.043184 1.277983 -0.2 0.1 0.3 0.09
C 1.451738 4.213831 0.017775 -0.1 0.1 0.4 -0.99
C 2.260436 5.325362 -0.262453 -0.2 -0.3 0.1 1.20
C 2.841490 5.523331 -1.628809 0.2 0.2 -0.3 -1.35
C 2.513759 6.244525 0.762277 -0.2 -0.1 0.4 -1.19
C 1.969065 6.064491 2.025791 -0.1 -0.1 0.0 -0.60
C 1.342553 8.167731 6.580319 0.3 0.9 0.2 0.10
C 0.663007 9.084401 5.557076 -0.2 -0.1 0.0 -1.52
C 2.811774 7.921339 6.226185 0.0 -0.3 0.1 -1.51
H 1.613317 10.302858 9.284581 0.0 -0.2 -0.2 0.39
H 2.964750 10.029000 8.161760 -0.2 0.0 0.0 0.30
H 1.508358 10.871533 7.600964 0.0 -0.2 0.1 0.32
H 0.395251 5.979643 8.704557 -0.2 0.4 -0.2 0.33
H -1.893036 7.746222 7.640218 0.1 -0.4 0.1 0.30
H -1.852307 5.964439 7.531496 0.0 0.3 0.1 0.46
H -3.224294 8.559736 9.318394 0.0 -0.2 0.3 0.32
H -4.088291 8.497419 11.666890 0.2 -0.3 0.0 0.37
H -3.429333 6.612835 13.180462 0.1 0.0 -0.3 0.38
H -1.961121 4.780164 12.309146 -0.1 0.3 -0.1 0.38
H -1.111820 4.882452 9.958180 -0.2 0.1 0.3 0.34
H -0.258883 5.066051 6.420136 0.3 0.4 -0.2 0.74
H 1.254612 6.696785 4.278199 -0.1 -0.4 0.2 -0.80
H -0.195447 4.013324 3.802161 0.1 -0.3 0.0 0.20
H 0.222669 3.185796 1.461117 0.1 0.2 0.0 0.35
H 1.267359 3.482465 -0.777576 0.0 0.3 0.4 0.51
H 3.405056 6.463709 -1.680773 -0.1 -0.3 0.0 0.38
H 3.528057 4.704945 -1.896038 -0.2 0.2 0.1 0.32
H 2.054531 5.558158 -2.398102 0.2 -0.1 0.3 0.33
H 3.147801 7.113618 0.563583 -0.2 -0.3 0.1 0.32
H 2.226631 6.806232 2.784559 -0.1 -0.3 -0.3 0.32
H -0.349671 9.338601 5.899809 0.2 -0.1 -0.2 0.35
H 1.238337 10.013113 5.451913 -0.1 -0.3 0.0 0.48
H 0.603743 8.601160 4.578766 0.0 0.2 0.1 0.35
H 3.295927 7.381660 7.050753 -0.1 0.1 -0.3 0.39
H 2.901744 7.337675 5.307438 0.1 0.1 0.1 0.28
H 3.323309 8.882471 6.085701 -0.2 -0.3 0.0 0.47